## A
This record from the Open Molecules 2025 dataset describes a molecular structure, CH2NO3S. The level of theory is wB97M-V/def2-TZVPD.

```
8
CH2NO3S wB97M-V/def2-TZVPD
C -2.0593 0.3020 0.0835
N -1.2192 1.0546 -0.3574
O 1.0297 -1.3053 0.1301
O -3.0786 -0.2519 0.4061
O 2.4119 0.9479 0.8023
S 1.6046 0.2890 -0.2937
H -0.1517 0.7434 -0.2092
H 1.4627 -1.7799 -0.5616
```

Values from the calculation:
total charge: -1
frontier orbital gap: 6.54 eV
HOMO: -0.0984 Ha
spin multiplicity: 1

---

## B
This record from the Open Molecules 2025 dataset describes a gas-phase ion, CH2NO3S (charge -1). The level of theory is wB97M-V/def2-TZVPD.

```
8
CH2NO3S wB97M-V/def2-TZVPD
C 0.1141 1.4091 -1.7171
N 0.6870 -0.8166 0.6872
O -1.2437 0.7458 0.9229
O 0.2016 2.4143 -1.0960
O -0.9509 -1.4346 -0.4441
S -0.5990 0.0330 -0.1666
H 0.2222 -1.7211 0.7834
H 1.5687 -0.6298 1.0302
```

Values from the calculation:
total charge: -1
frontier orbital gap: 8.01 eV
HOMO: -0.1389 Ha
spin multiplicity: 1
structure (SMILES): N[S@](=O)([O-])=C=O

---

It turns out A is the most stable, with the second structure 191.1 kJ/mol higher.

---

## A
This record from the Open Molecules 2025 dataset describes 2 unconnected molecules or ions with the total composition C3H10N3O2. The level of theory is wB97M-V/def2-TZVPD.

```
18
C3H10N3O2 wB97M-V/def2-TZVPD
C 0.1858 -0.6483 -0.8527
C -0.9972 1.3413 -0.1792
C -1.3370 -0.9944 0.8149
N 2.5222 -1.0103 -0.3582
N 3.2356 -0.0840 0.0119
N -0.7643 -0.0853 -0.2117
O 2.4770 1.0877 -0.1048
O 4.3222 0.1601 0.4181
H 2.9223 1.9353 -0.1782
H 0.3126 -1.7499 -0.7721
H 0.5681 -0.0144 -1.6677
H -0.6860 1.8540 0.6847
H -0.3911 1.7116 -0.9207
H -2.0961 1.4417 -0.0404
H -1.1587 -2.1007 0.7378
H -1.1761 -0.6187 1.8533
H -2.5030 -0.8917 0.8933
H 3.0692 -1.8714 -0.3128
```

Values from the calculation:
total charge: +1
frontier orbital gap: 10.90 eV
HOMO: -0.5493 Ha
spin multiplicity: 1

---

## B
This record from the Open Molecules 2025 dataset describes a gas-phase ion, C3H10N3O2 (charge +1). The level of theory is wB97M-V/def2-TZVPD.

```
18
C3H10N3O2 wB97M-V/def2-TZVPD
C -1.8351 -0.9444 2.6277
C -0.4545 1.3814 -3.3320
C -0.3782 0.9653 -1.0930
N -0.3660 0.1464 -0.1151
N -0.1194 0.3264 1.5334
N -0.5068 -0.7103 2.1406
O -0.2402 -1.1645 -0.3255
O -0.1885 0.4878 -2.3351
H -1.9257 -2.0949 2.6951
H -1.9126 -0.6131 3.6939
H -2.6328 -0.6740 2.0048
H -1.2908 1.1301 -3.9094
H 0.3693 1.3237 -4.2023
H -0.4114 2.4720 -2.9702
H -0.2748 2.0284 -0.9376
H -0.7255 1.1156 1.6913
H -0.0315 -1.5193 2.0584
H 0.1600 -1.3082 -1.1952
```

Values from the calculation:
total charge: +1
frontier orbital gap: 10.23 eV
HOMO: -0.5019 Ha
spin multiplicity: 1
structure (SMILES): CNN/[N+](O)=C/OC

---

It turns out B is the most stable, with the second structure 28.0 kJ/mol higher.

---

## A
This record from the Open Molecules 2025 dataset describes 2 unconnected molecules or ions with the total composition C2H7NOS2. The level of theory is wB97M-V/def2-TZVPD.

```
13
C2H7NOS2 wB97M-V/def2-TZVPD
C -0.5220 -1.2114 -2.1437
C 0.1216 -1.0698 0.5054
N 0.6502 2.2972 2.2765
O -0.3942 1.0258 -0.7322
S 1.6851 0.9517 2.1161
S 0.4572 -0.1825 -0.9481
H -0.5305 -0.5225 -2.9570
H -1.4414 -1.3972 -1.6770
H -0.1527 -2.3177 -2.4412
H 0.7370 -1.7338 0.9100
H -0.8187 -0.6148 0.9769
H -0.2008 2.0575 2.7296
H 0.4094 2.7175 1.3845
```

Values from the calculation:
total charge: 0
frontier orbital gap (spin up / spin down): 5.91 / 5.91 eV
HOMO (spin up / spin down): -0.2892 / -0.2892 Ha
spin multiplicity: 1

---

## B
This record from the Open Molecules 2025 dataset describes 2 unconnected molecules or ions with the total composition C2H7NOS2. The level of theory is wB97M-V/def2-TZVPD.

```
13
C2H7NOS2 wB97M-V/def2-TZVPD
C -2.3294 1.2255 -0.4894
S -1.9417 -0.3463 0.3759
S -0.9875 0.5369 2.0726
H -3.3589 1.1507 -0.8280
H -2.2084 2.0464 0.2028
H -1.6145 1.3489 -1.2978
H 0.2979 0.7709 1.6578
C 1.5765 -0.6439 -0.1677
N 2.4654 -1.6797 -0.1435
O 1.8785 0.4984 0.0513
H 0.5691 -0.9519 -0.4754
H 3.4300 -1.4263 -0.3113
H 2.2228 -2.5295 -0.6474
```

Values from the calculation:
total charge: 0
frontier orbital gap: 9.46 eV
HOMO: -0.3330 Ha
spin multiplicity: 1
structure (SMILES): NC=O.CSS

---

## C
This record from the Open Molecules 2025 dataset describes 2 unconnected molecules or ions with the total composition C2H7NOS2. The level of theory is wB97M-V/def2-TZVPD.

```
13
C2H7NOS2 wB97M-V/def2-TZVPD
C 0.8173 -1.3643 1.5585
S 0.8815 -2.2510 0.0010
S -1.1160 -2.3644 -0.5101
H 0.0300 -1.6436 2.2518
H 0.7358 -0.2897 1.3896
H 1.7677 -1.5519 2.0369
H -1.1783 -3.7022 -0.5648
C -0.0547 1.7303 -0.6518
N -0.4585 2.9452 -1.1846
O 0.9414 1.1478 -0.9932
H -0.7790 1.2608 0.0324
H -0.1313 2.9652 -2.1485
H -1.4559 3.1178 -1.2172
```

Values from the calculation:
total charge: 0
frontier orbital gap: 9.05 eV
HOMO: -0.3108 Ha
spin multiplicity: 1
structure (SMILES): NC=O.CSS

---

It turns out B is the most stable, with the second structure 16.9 kJ/mol higher.

---

## A
This record from the Open Molecules 2025 dataset describes a gas-phase ion, C4H10NO2S (charge +1). The level of theory is wB97M-V/def2-TZVPD.

```
18
C4H10NO2S wB97M-V/def2-TZVPD
C -1.1269 -0.2826 0.3987
C 0.4164 0.9312 -1.1223
C 1.4808 -0.7838 0.1225
C 0.3086 0.2187 0.1492
N 0.5650 1.0684 1.3451
O -3.2675 -1.5819 -0.4665
O -1.8164 0.0260 1.3152
S -1.8428 -1.1890 -1.0890
H 0.0376 0.3101 -1.9138
H -0.2065 1.8006 -1.2509
H 1.4959 1.0982 -1.4225
H 2.3149 -0.1832 -0.0816
H 1.9043 -1.3502 1.0947
H 1.3368 -1.4731 -0.6830
H 1.5527 1.3129 1.2371
H 0.5561 0.3578 2.0970
H -0.0311 1.8815 1.4721
H -3.6777 -2.1615 -1.2018
```

Values from the calculation:
total charge: +1
frontier orbital gap: 9.16 eV
HOMO: -0.4638 Ha
spin multiplicity: 1
structure (SMILES): CC(C)([NH3+])C(=O)SO

---

## B
This record from the Open Molecules 2025 dataset describes a gas-phase ion, C4H10NO2S (charge +1). The level of theory is wB97M-V/def2-TZVPD.

```
18
C4H10NO2S wB97M-V/def2-TZVPD
C -1.1098 0.4201 -0.1020
C -2.0309 0.7391 0.9385
C 2.0242 0.8227 -0.4322
C 0.0791 -0.6914 0.1724
N 1.1972 -0.3932 -0.9068
O -1.2377 0.9404 -1.1754
O 0.6425 -0.5281 1.3543
S -0.9188 -2.2447 -0.1995
H -2.8990 1.2641 0.5418
H -1.5625 1.3927 1.5803
H -2.3063 -0.1232 1.5992
H 2.6746 0.3293 0.3380
H 2.5930 1.0681 -1.3383
H 1.3000 1.5756 -0.0834
H 0.6491 -0.2514 -1.7193
H 1.7124 -1.1906 -1.1389
H 1.0455 -1.3816 1.6962
H -1.8526 -1.7479 -1.1249
```

Values from the calculation:
total charge: +1
frontier orbital gap: 10.44 eV
HOMO: -0.5182 Ha
spin multiplicity: 1
structure (SMILES): C[NH2+][C@](O)(S)C(C)=O

---

## C
This record from the Open Molecules 2025 dataset describes 2 unconnected molecules or ions with the total composition C4H10NO2S. The level of theory is wB97M-V/def2-TZVPD.

```
18
C4H10NO2S wB97M-V/def2-TZVPD
C -1.2025 0.8378 -1.1454
C -1.4404 0.5779 -2.5224
C 1.2093 -1.6347 1.7160
C 0.2018 0.8904 -0.6943
N 0.4915 -0.7165 2.5852
O -2.2065 0.9155 -0.3421
O 1.1229 0.6659 -1.6517
S 0.7847 1.7115 0.6812
H -1.0567 -0.4106 -2.7717
H -0.8884 1.2719 -3.1403
H -2.5165 0.6344 -2.6504
H 0.7749 -2.6861 1.6821
H 1.2653 -1.0779 0.6990
H 2.1867 -1.9400 2.0417
H 1.1677 -0.0416 2.7991
H -0.0148 -1.0737 3.4209
H 1.9310 0.9902 -1.2611
H -1.8101 1.0854 0.5541
```

Values from the calculation:
total charge: +1
frontier orbital gap (spin up / spin down): 5.50 / 5.51 eV
HOMO (spin up / spin down): -0.4652 / -0.4653 Ha
spin multiplicity: 1

---

It turns out B is the most stable, with the second structure 29.9 kJ/mol higher.

---

## A
This record from the Open Molecules 2025 dataset describes a single C4H6FNS molecule. The level of theory is wB97M-V/def2-TZVPD.

```
13
C4H6FNS wB97M-V/def2-TZVPD
C -0.3175 -1.2413 -0.3852
C 0.5207 -0.7678 0.7911
C 1.5984 0.1622 0.1174
C 2.7803 -0.1581 -0.1475
H -3.2332 0.9656 -0.6872
H 0.1311 -2.0116 -1.0503
H 1.2619 -1.4776 1.3471
H 0.1165 -0.3084 1.6768
H 3.2397 -1.0061 0.3419
H 3.4838 0.6002 -0.6582
N -1.4089 -0.7630 -0.7228
F 1.1951 1.4575 -0.2696
S -2.0865 0.4682 0.2663
```

Values from the calculation:
total charge: 0
frontier orbital gap: 9.71 eV
HOMO: -0.3333 Ha
spin multiplicity: 1
structure (SMILES): C=C(F)C/C=N\S

---

## B
This record from the Open Molecules 2025 dataset describes a single C4H6FNS molecule. The level of theory is wB97M-V/def2-TZVPD.

```
13
C4H6FNS wB97M-V/def2-TZVPD
C 0.6321 1.2679 0.6481
C 2.4802 0.0811 -0.0592
C 3.5800 0.1993 -0.7210
C -1.7616 -0.1092 -0.0761
N 1.3309 0.0245 0.4284
F 4.8348 0.0079 -0.1907
S -0.8074 1.3868 -0.4603
H 1.3860 2.1072 0.6114
H 0.3590 1.2241 1.6793
H 3.6275 0.5475 -1.7041
H -2.4330 -0.2069 -0.8419
H -2.1512 -0.0815 0.9557
H -0.9447 -0.9102 -0.1412
```

Values from the calculation:
total charge: 0
frontier orbital gap: 9.24 eV
HOMO: -0.3292 Ha
spin multiplicity: 1
structure (SMILES): CSCN=C=CF

---

It turns out B is the most stable, with the second structure 18.3 kJ/mol higher.

---

## A
This record from the Open Molecules 2025 dataset describes a single C2H4ClNS molecule. The level of theory is wB97M-V/def2-TZVPD.

```
9
C2H4ClNS wB97M-V/def2-TZVPD
C -0.6358 -1.2569 0.4488
C 0.5327 0.7582 -0.6312
N -0.1525 0.1724 0.4165
S -0.1669 -2.3045 -0.6587
Cl -0.5733 1.2135 1.7634
H -1.1305 -1.4990 1.3575
H 0.2600 1.8777 -0.5559
H 1.6397 0.6552 -0.5317
H 0.2265 0.3834 -1.6087
```

Values from the calculation:
total charge: 0
frontier orbital gap: 9.14 eV
HOMO: -0.3305 Ha
spin multiplicity: 1
structure (SMILES): CN(Cl)C=S

---

## B
This record from the Open Molecules 2025 dataset describes 2 unconnected molecules or ions with the total composition C2H4ClNS. The level of theory is wB97M-V/def2-TZVPD.

```
9
C2H4ClNS wB97M-V/def2-TZVPD
C -0.5615 1.1684 0.1061
C 0.0949 -1.1392 -0.0642
N 0.1913 0.2154 0.0109
S -2.2582 1.2446 -0.1678
Cl 2.5017 0.9700 -0.0515
H -0.0643 2.0133 0.3393
H 0.4723 -1.6288 0.9399
H -0.9160 -1.2737 -0.1369
H 0.5398 -1.5700 -0.9760
```

Values from the calculation:
total charge: 0
frontier orbital gap (spin up / spin down): 5.06 / 6.25 eV
HOMO (spin up / spin down): -0.3205 / -0.3488 Ha
spin multiplicity: 1

---

It turns out A is the most stable, with the second structure 219.6 kJ/mol higher.